Entry 1:
A structure of composition C54H49N9O3PRu. Source: the Open Molecules 2025 dataset; level of theory: the ωB97M-V functional and the def2-TZVPD basis.

Last column: Mulliken charge in e.
Atoms and positions in Å:
Ru  -0.57153  -0.72045  0.16238  1.98
C  0.76957  -4.38135  -3.65462  -1.12
N  0.31097  -3.09825  -3.19252  0.32
C  0.35277  -2.67275  -1.90952  -0.54
N  -0.25723  -1.48395  -1.79702  1.43
C  -0.69373  -1.13955  -3.03512  -2.00
C  -0.32423  -2.14255  -3.92832  0.96
C  -0.54623  -2.17755  -5.36282  0.21
C  0.47937  -2.49915  -6.25642  -0.47
C  0.24397  -2.46405  -7.61762  -0.76
C  -1.00993  -2.12035  -8.10382  -0.48
C  -2.03193  -1.80015  -7.22192  -0.81
C  -1.80363  -1.82265  -5.86162  -0.20
C  -1.39803  0.09185  -3.40452  0.85
C  -2.68553  0.35375  -2.94192  -0.38
C  -3.38233  1.44115  -3.43652  -0.67
C  -2.80123  2.27865  -4.37402  -0.70
C  -1.50873  2.03885  -4.81382  -1.16
C  -0.81143  0.94515  -4.33932  -0.32
P  1.31397  -3.56845  -0.66392  -0.49
C  2.33477  -2.13195  -0.29732  -0.68
N  1.89877  -0.88745  -0.13662  0.43
C  2.97787  -0.09765  0.07238  -0.39
C  4.12987  -0.89345  0.01398  0.70
N  3.69267  -2.16715  -0.20052  0.42
C  4.51927  -3.31655  -0.43812  -1.08
C  5.53237  -0.51255  -0.04882  -0.21
C  5.89477  0.51935  -0.92162  -0.06
C  7.22267  0.84675  -1.10082  -0.86
C  8.20937  0.16685  -0.40202  -0.43
C  7.85817  -0.84165  0.48298  -0.83
C  6.53027  -1.18675  0.65798  -0.23
C  2.84357  1.31535  0.35018  0.37
C  1.68897  1.98215  -0.06982  0.26
C  1.52737  3.32565  0.20028  -0.34
C  2.51617  4.02705  0.87558  -0.73
C  3.66457  3.37035  1.29658  -0.83
C  3.82687  2.02155  1.04748  -0.55
C  0.01997  -1.68585  1.93068  -1.72
N  -0.59773  -0.52275  2.15428  0.73
C  -0.78723  -0.35115  3.47188  0.43
C  -0.24503  -1.48265  4.11108  0.16
N  0.25107  -2.28965  3.10828  0.54
C  0.79587  -3.60795  3.30288  -1.04
C  -0.32283  -1.81795  5.51518  -0.07
C  0.77407  -2.28765  6.24728  -0.16
C  0.63987  -2.55425  7.59468  -0.80
C  -0.58423  -2.38765  8.22688  -0.39
C  -1.67883  -1.92735  7.50778  -0.88
C  -1.55203  -1.63295  6.16838  -0.07
C  -1.41333  0.81315  4.05878  -0.12
C  -2.44683  1.45185  3.37078  -0.21
C  -3.07423  2.54045  3.94288  -0.53
C  -2.66023  3.00955  5.18228  -0.63
C  -1.61243  2.39615  5.85408  -0.89
C  -0.98933  1.29775  5.29778  -0.20
H  0.53417  -5.13895  -2.90562  0.47
H  1.84957  -4.37575  -3.81772  0.32
H  0.26587  -4.62445  -4.59002  0.50
H  1.46847  -2.73755  -5.89292  0.45
H  1.04167  -2.68995  -8.30832  0.42
H  -1.18833  -2.09285  -9.16702  0.43
H  -3.00733  -1.52875  -7.59602  0.45
H  -2.60043  -1.59905  -5.16992  0.50
H  -3.14943  -0.31035  -2.22652  0.64
H  -4.39863  1.61505  -3.11852  0.62
H  -3.35833  3.11025  -4.77702  0.60
H  -1.05583  2.69185  -5.54322  0.48
H  0.18677  0.74445  -4.69682  0.62
H  5.39697  -3.01695  -1.01182  0.42
H  3.94257  -4.04945  -1.00122  0.41
H  4.84417  -3.76945  0.49938  0.30
H  5.12697  1.03835  -1.47452  0.49
H  7.48877  1.63035  -1.79272  0.43
H  9.24667  0.42465  -0.54702  0.43
H  8.62437  -1.36185  1.03678  0.41
H  6.26827  -1.95645  1.36818  0.47
H  0.94747  1.43105  -0.64262  0.19
H  0.63007  3.83625  -0.11732  0.42
H  2.38937  5.08075  1.07608  0.45
H  4.42867  3.91515  1.82938  0.45
H  4.70567  1.50725  1.40428  0.62
H  0.27267  -4.10295  4.12278  0.46
H  1.85787  -3.55885  3.54988  0.32
H  0.66497  -4.17795  2.38388  0.32
H  1.73767  -2.38905  5.76998  0.47
H  1.49347  -2.88455  8.16518  0.43
H  -0.68333  -2.60655  9.27688  0.44
H  -2.63113  -1.79745  7.99668  0.45
H  -2.40273  -1.29025  5.59758  0.55
H  -2.75473  1.05975  2.40828  0.50
H  -3.89933  3.02415  3.44208  0.40
H  -3.15073  3.86575  5.61668  0.46
H  -1.28783  2.78015  6.80968  0.45
H  -0.15443  0.82685  5.79088  0.60
O  -3.75613  -3.35255  0.12028  -0.67
N  -2.85143  -2.57415  0.10388  0.75
O  -3.03353  -1.34035  0.09048  -0.42
O  -1.65463  -2.96085  0.09488  -0.45
N  -1.46343  1.01575  -0.34912  -0.15
C  -2.30473  1.81635  -0.25632  -0.69
N  -3.19003  2.73925  -0.23602  0.84
C  -2.80863  4.13505  -0.40982  -0.33
C  -3.75823  4.80695  -1.39332  -0.58
C  -5.19403  4.67425  -0.90472  -0.84
C  -5.56003  3.19735  -0.79162  -0.49
C  -4.57783  2.45005  0.11298  -0.45
H  -1.77963  4.17895  -0.77262  0.19
H  -2.86403  4.64055  0.56158  0.31
H  -3.66773  4.33895  -2.37382  0.10
H  -3.48203  5.85555  -1.49062  0.43
H  -5.85993  5.16315  -1.61422  0.40
H  -5.30843  5.16465  0.06368  0.32
H  -5.56933  2.75265  -1.78792  0.08
H  -6.56223  3.08955  -0.37352  0.41
H  -4.72523  1.37145  0.03178  0.41
H  -4.74873  2.75545  1.15158  0.17

Forces on atoms 1 to 2 (eV/Å):
0.199 -1.303 -0.909
0.332 -0.664 -0.211

Largest force on an atom   0.031 Eh/bohr
⟨S²⟩   8.79
Frontier orbital gap (spin up / spin down)   6.53 / 4.15 eV
Total energy   -3241.2516 hartree
LUMO level (spin up / spin down)   -5.4 / -7.9 eV
Charge   +2
Spin multiplicity   6

***

Entry 2:
A structure of composition C25H18Cl3N3O3PdS. Source: the Open Molecules 2025 dataset; level of theory: the ωB97M-V functional and the def2-TZVPD basis.

Last column: Mulliken charge in e.
Atoms and positions in Å:
Pd  -0.38704  1.34351  -1.33336  -0.10
Cl  3.44824  3.92105  -3.97466  -0.07
C  1.94667  3.45617  -4.84729  0.76
Cl  2.33699  2.59156  -6.35529  -0.05
Cl  0.92108  4.89228  -5.16921  -0.06
C  1.22435  2.63399  -3.92533  -0.18
N  0.66206  2.02265  -3.13038  -0.47
N  -2.76439  5.09964  4.62234  -0.27
C  -2.33724  4.57032  3.70343  -0.15
C  -1.86439  3.84927  2.57756  0.64
C  -0.62680  3.19537  2.62525  -0.70
C  -0.17625  2.52683  1.49955  0.24
C  -0.96183  2.48691  0.34233  -0.09
C  -2.19644  3.14635  0.30175  0.08
C  -2.65630  3.81184  1.42433  -0.76
H  -0.02231  3.22904  3.52239  0.55
H  0.79570  2.04136  1.53607  0.61
H  -2.81026  3.15578  -0.59431  0.57
H  -3.61061  4.31945  1.41841  0.51
O  -2.46078  1.54747  -2.55101  -0.53
C  -2.62965  0.33764  -2.43720  0.56
C  -3.72427  -0.53270  -2.97336  -0.57
C  -3.29883  -1.93228  -2.54142  -0.47
C  -2.02499  -1.71067  -1.73699  0.28
O  -1.34651  -2.56794  -1.19509  -0.44
N  -1.73375  -0.39483  -1.71984  0.03
H  -3.80421  -0.41521  -4.05344  0.32
H  -4.67501  -0.22051  -2.54040  0.28
H  -3.06854  -2.58573  -3.38387  0.31
H  -4.03981  -2.43772  -1.92307  0.30
O  1.32677  -0.25222  -0.97641  -0.56
S  0.78416  -1.51425  -0.40563  0.84
C  2.15303  -2.67361  -0.16198  0.40
C  1.75792  -3.99673  -0.04948  -0.24
C  2.69638  -4.95034  0.30640  -0.77
C  4.01145  -4.56737  0.52705  -0.43
C  4.38619  -3.23782  0.39834  -0.83
C  3.46468  -2.27297  0.02206  -0.22
C  0.49245  -1.08300  1.33341  1.44
C  -0.63834  -1.47041  2.02448  -0.32
C  -0.73085  -1.16291  3.37778  -0.76
C  0.30581  -0.49338  4.01076  -0.55
C  1.43108  -0.10482  3.29972  -0.63
C  1.52403  -0.38538  1.94772  -0.95
H  0.73242  -4.26654  -0.24139  0.51
H  2.40304  -5.98257  0.41251  0.44
H  4.75515  -5.30918  0.78121  0.42
H  5.40251  -2.93873  0.59920  0.43
H  3.76308  -1.24551  -0.10675  0.47
H  -1.42823  -2.01168  1.52450  0.48
H  -1.60069  -1.46943  3.93872  0.48
H  0.24331  -0.28596  5.06773  0.49
H  2.25103  0.39428  3.79639  0.45
H  2.39874  -0.10037  1.38576  0.28

Forces on atoms 1 to 2 (eV/Å):
-0.723 -0.096 0.418
-0.447 -0.071 -0.373

Largest force on an atom   0.040 Eh/bohr
ΔE to the lowest compared entry with this formula, charge and spin   0.357 eV
⟨S²⟩   6.04
Frontier orbital gap (spin up / spin down)   9.09 / 5.03 eV
Total energy   -3259.3098 hartree
LUMO level (spin up / spin down)   -5.9 / -10.0 eV
Charge   +2
Spin multiplicity   5

***

Entry 3:
A structure of composition C15H21N2O3ReS5SbSe. Source: the Open Molecules 2025 dataset; level of theory: the ωB97M-V functional and the def2-TZVPD basis.

Last column: Mulliken charge in e.
Atoms and positions in Å:
Re  -0.11406  1.32594  -1.40784  0.77
C  3.08714  1.48926  1.76461  -1.72
C  1.78851  1.76216  1.08664  1.26
O  1.58880  1.20113  -0.02009  -0.42
C  0.79719  2.61009  1.73904  0.51
C  1.07217  3.25723  2.94759  -0.67
C  0.10270  3.98894  3.60755  -0.88
C  -1.17951  4.07996  3.07465  -0.50
C  -1.48293  3.46459  1.87385  -0.73
C  -0.50480  2.75086  1.19158  0.32
O  -0.80999  2.17864  0.01168  0.02
H  3.62581  0.70934  1.23313  0.32
H  2.93912  1.19215  2.80162  0.49
H  3.70060  2.39458  1.76482  0.47
H  2.06542  3.19810  3.36920  0.49
H  0.33812  4.48094  4.54081  0.45
H  -1.94720  4.63561  3.59604  0.46
H  -2.47401  3.52879  1.44212  0.54
S  -4.26384  -0.99439  -3.43704  -0.30
Sb  -2.24090  -0.36177  -4.13916  0.99
S  -1.58203  1.82124  -3.08463  -0.16
S  -1.02313  -0.76464  -1.09368  -0.34
S  -0.54669  -0.99264  -5.46547  -0.34
C  3.41455  -0.49112  -3.46996  -0.93
S  2.72033  1.12178  -3.12522  0.54
C  2.57333  1.74494  -4.79802  -0.92
O  1.22579  0.77285  -2.72828  0.03
H  4.38083  -0.31711  -3.94742  0.46
H  2.75649  -1.04711  -4.13516  0.33
H  3.57189  -1.02371  -2.53453  0.33
H  3.58239  2.00193  -5.12736  0.45
H  1.96229  2.64619  -4.78830  0.36
H  2.13878  0.99179  -5.44745  0.31
C  -0.37691  -5.15589  0.71832  -0.81
N  -1.43338  -4.24745  1.15781  0.17
C  -2.61965  -4.64937  1.70217  -0.32
C  -3.32715  -3.52933  2.00924  -0.41
N  -2.55698  -2.45514  1.66207  0.15
C  -2.94526  -1.06991  1.87676  -1.01
C  -1.41087  -2.90520  1.12681  -0.03
Se  0.06302  -1.87335  0.47350  0.20
H  -0.56725  -6.13853  1.13983  0.31
H  0.59243  -4.81120  1.06833  0.38
H  -0.36458  -5.23905  -0.36729  0.32
H  -2.87659  -5.68451  1.84992  0.45
H  -4.30006  -3.43465  2.46067  0.50
H  -3.49566  -1.00315  2.81214  0.41
H  -3.58523  -0.71624  1.06920  0.34
H  -2.05905  -0.44360  1.94518  0.39

Forces on atoms 1 to 2 (eV/Å):
-0.913 -2.140 -0.991
0.123 -0.042 -0.179

Largest force on an atom   0.049 Eh/bohr
Frontier orbital gap (spin up / spin down)   5.88 / 5.88 eV
Total energy   -5629.3498 hartree
LUMO level (spin up / spin down)   -10.9 / -10.9 eV
Charge   +3

***

Entry 4:
A structure of composition C6H12. Source: the Open Molecules 2025 dataset; level of theory: the ωB97M-V functional and the def2-TZVPD basis.

Last column: Mulliken charge in e.
Atoms and positions in Å:
C  1.06156  0.68956  1.89478  -1.09
C  1.29467  0.38335  0.40139  -0.40
C  0.12990  -0.47958  -0.18049  0.13
C  -1.19709  -0.01990  -0.02218  -0.38
C  -1.91907  0.74555  -1.14060  -1.12
C  0.57247  -1.68201  -0.75604  -0.94
H  0.22208  0.05076  2.16757  0.34
H  0.60528  1.67116  2.00824  0.32
H  0.63137  -0.59593  -1.43407  0.20
H  1.87447  0.51350  2.59554  0.32
H  2.23063  -0.12381  0.16148  0.46
H  -1.77876  -0.83117  0.42449  0.30
H  -2.92809  0.43283  -1.39499  0.34
H  -1.93586  1.82436  -0.93543  0.25
H  -1.34998  0.65510  -2.06932  0.31
H  1.41576  -2.20712  -0.30644  0.31
H  1.24364  1.29905  -0.19870  0.28
H  -0.17298  -2.32569  -1.21523  0.36

Forces on atoms 1 to 2 (eV/Å):
-1.043 -0.434 -0.444
-0.615 0.268 -1.067

Largest force on an atom   0.085 Eh/bohr
ΔE to the lowest compared entry with this formula, charge and spin   5.582 eV
Frontier orbital gap   7.26 eV
Total energy   -235.6131 hartree
LUMO level   0.7 eV